1.
A molecular structure, C12H30N2O12S2Ti. Source: OMol25; level of theory: ωB97M-V/def2-TZVPD.

Output
HOMO energy (spin up / spin down) ... 3.023 / 3.047 eV
Energy ... -85252.7544 eV
Spin multiplicity ... 4
M ... 506.375 Da
Frontier orbital gap (spin up / spin down) ... 1.7 / 1.7 eV
Net charge ... -3

Cartesian coordinates (Å):
Ti (-7.55, 0.91, -18.59)
S (-9.96, -1.97, -15.53)
O (-11.15, -1.93, -14.66)
O (-10.22, -1.54, -16.90)
O (-8.90, -1.12, -14.99)
O (-9.25, -3.25, -15.52)
S (-3.17, -0.28, -16.99)
O (-3.56, 1.01, -17.44)
O (-1.83, -0.54, -17.39)
O (-3.31, -0.47, -15.55)
O (-4.11, -1.32, -17.41)
C (3.19, 5.21, -19.95)
O (3.04, 3.86, -20.37)
C (4.07, 3.40, -21.18)
C (3.81, 1.89, -21.32)
N (2.41, 1.50, -21.59)
C (1.88, 1.87, -22.96)
C (0.46, 1.44, -23.14)
O (-0.32, 2.17, -22.20)
C (-1.73, 1.79, -22.27)
H (3.90, 5.44, -19.16)
H (2.28, 5.59, -19.48)
H (3.52, 5.79, -20.81)
H (5.08, 3.62, -20.83)
H (3.93, 3.81, -22.18)
H (4.07, 1.46, -20.36)
H (4.41, 1.42, -22.10)
H (2.31, 0.52, -21.39)
H (2.47, 1.56, -23.82)
H (1.91, 2.95, -22.98)
H (0.34, 0.42, -22.80)
H (0.13, 1.56, -24.18)
H (-2.23, 1.75, -23.24)
H (-2.29, 2.42, -21.58)
H (-1.83, 0.80, -21.84)
C (-8.36, -1.59, -21.12)
O (-8.41, -0.15, -21.31)
C (-9.50, 0.31, -22.09)
C (-9.67, 1.86, -22.05)
N (-9.86, 2.32, -20.68)
C (-9.66, 3.72, -20.38)
C (-9.62, 3.97, -18.88)
O (-8.42, 3.44, -18.30)
C (-8.49, 3.49, -16.89)
H (-9.26, -1.83, -20.55)
H (-7.52, -1.93, -20.51)
H (-8.45, -2.13, -22.06)
H (-10.43, -0.11, -21.71)
H (-9.35, -0.06, -23.10)
H (-10.47, 2.13, -22.73)
H (-8.81, 2.33, -22.53)
H (-10.75, 2.00, -20.33)
H (-10.43, 4.33, -20.86)
H (-8.68, 4.02, -20.76)
H (-10.56, 3.55, -18.52)
H (-9.80, 5.00, -18.58)
H (-8.40, 4.55, -16.64)
H (-7.60, 3.15, -16.36)
H (-9.40, 3.05, -16.48)



2.
A molecular structure, C24H19Cl3F2N6S2SiTi. Source: OMol25; level of theory: ωB97M-V/def2-TZVPD.

Output
HOMO energy (spin up / spin down) ... -0.449 / -0.455 eV
Energy ... -129810.3448 eV
M ... 675.900 Da
Energy relative to the best compared isomer or geometry (same formula, charge and spin) ... 21.3 kJ/mol
Frontier orbital gap (spin up / spin down) ... 4.9 / 4.9 eV
Net charge ... -2

Cartesian coordinates (Å):
Ti (-0.04, 0.29, -0.16)
C (-3.31, 0.43, 2.48)
C (-2.24, -0.01, 1.52)
N (-1.91, 0.71, 0.40)
N (-2.74, 1.81, 0.18)
C (-2.60, 2.31, -1.00)
N (-3.38, 3.44, -1.30)
S (-1.54, 1.69, -2.17)
C (-1.58, -1.21, 1.67)
C (-1.84, -2.19, 2.69)
C (-1.31, -3.44, 2.58)
C (-0.49, -3.76, 1.46)
C (-0.16, -2.75, 0.59)
N (-0.63, -1.49, 0.69)
H (-3.63, 1.44, 2.24)
H (-2.93, 0.42, 3.51)
H (-4.18, -0.23, 2.45)
H (-3.54, 3.98, -0.46)
H (-2.91, 3.99, -2.00)
H (-2.49, -1.92, 3.52)
H (-1.52, -4.18, 3.34)
H (-0.06, -4.74, 1.34)
H (0.53, -2.92, -0.22)
S (2.83, -1.44, 0.74)
C (2.20, -0.43, 1.95)
C (2.74, -0.40, 3.27)
C (2.18, 0.38, 4.24)
C (1.05, 1.17, 3.94)
C (0.58, 1.12, 2.65)
N (1.13, 0.37, 1.68)
H (3.60, -1.02, 3.46)
H (2.60, 0.39, 5.24)
H (0.57, 1.80, 4.67)
H (-0.27, 1.71, 2.34)
F (5.00, 2.12, -1.80)
C (3.88, 1.44, -2.11)
C (2.86, 1.32, -1.19)
C (1.70, 0.62, -1.51)
C (1.63, -0.01, -2.78)
C (2.69, 0.16, -3.67)
F (2.66, -0.40, -4.92)
C (3.81, 0.89, -3.38)
C (0.50, -0.91, -3.01)
C (0.31, -1.75, -4.12)
C (-0.80, -2.56, -4.18)
C (-1.74, -2.52, -3.15)
C (-1.49, -1.66, -2.10)
N (-0.40, -0.90, -2.02)
H (3.00, 1.76, -0.22)
H (4.61, 1.01, -4.10)
H (1.04, -1.76, -4.91)
H (-0.95, -3.21, -5.03)
H (-2.63, -3.12, -3.16)
H (-2.17, -1.55, -1.27)
Cl (0.41, 4.58, -1.49)
Si (0.30, 3.14, 0.08)
Cl (-1.03, 4.21, 1.42)
Cl (2.12, 3.79, 1.10)



3.
5 unconnected molecules or ions with the total composition C32H43BF3N6O19S2. Source: OMol25; level of theory: ωB97M-V/def2-TZVPD.

Output
HOMO energy ... -11.077 eV
Energy ... -112218.4669 eV
M ... 947.659 Da
Energy relative to the best compared isomer or geometry (same formula, charge and spin) ... 106.0 kJ/mol
Frontier orbital gap ... 8.1 eV
Net charge ... +1

Cartesian coordinates (Å):
O (1.37, 2.20, 3.31)
C (0.90, 1.17, 2.89)
C (-0.62, 1.00, 2.75)
C (-1.11, 0.97, 1.26)
N (-2.36, 0.22, 1.19)
C (-3.65, 0.60, 1.12)
N (-4.13, 1.85, 1.07)
C (-5.56, 2.05, 0.95)
S (-6.54, 1.73, 2.46)
O (-7.22, 0.47, 2.35)
O (-7.42, 2.84, 2.69)
O (-3.32, 2.97, 1.05)
B (-3.12, 3.53, 2.34)
O (-1.84, 3.99, 2.63)
O (-4.10, 3.67, 3.25)
N (-4.48, -0.47, 1.09)
C (-3.64, -1.50, 1.11)
N (-4.21, -2.78, 1.05)
C (-4.56, -3.11, -0.09)
S (-4.56, -3.65, -1.54)
N (-2.36, -1.16, 1.19)
C (-1.19, -2.05, 1.20)
C (-1.43, -3.45, 1.81)
O (-0.20, -4.14, 1.69)
C (-1.77, -3.45, 3.32)
F (-0.67, -3.59, 4.04)
F (-2.54, -4.53, 3.57)
F (-2.49, -2.38, 3.71)
N (1.74, 0.08, 2.54)
C (3.04, 0.52, 2.05)
C (3.07, 1.22, 0.83)
C (4.27, 1.67, 0.33)
C (5.50, 1.39, 1.06)
C (5.42, 0.70, 2.24)
C (4.19, 0.24, 2.73)
H (-0.94, 0.04, 3.19)
H (-1.12, 1.78, 3.34)
H (-1.18, 1.97, 0.83)
H (-0.30, 0.46, 0.71)
H (-5.97, 1.42, 0.14)
H (-5.76, 3.08, 0.63)
H (-5.65, 1.70, 3.51)
H (-1.65, 4.78, 2.11)
H (-3.77, 4.28, 3.93)
H (-0.41, -1.58, 1.82)
H (-0.74, -2.12, 0.20)
H (-2.15, -4.05, 1.24)
H (-0.11, -4.45, 0.78)
H (1.34, -0.46, 1.78)
H (2.13, 1.43, 0.32)
H (4.25, 2.23, -0.60)
H (6.46, 1.75, 0.70)
H (6.33, 0.49, 2.81)
H (4.11, -0.32, 3.67)
C (-4.87, -5.80, -6.26)
C (-3.94, -4.62, -6.42)
C (-2.61, -4.97, -7.03)
O (-1.74, -3.97, -6.46)
C (-2.28, -3.60, -5.28)
O (-1.73, -2.94, -4.46)
O (-3.55, -4.08, -5.15)
H (-5.82, -5.47, -5.83)
H (-5.06, -6.28, -7.21)
H (-4.45, -6.53, -5.56)
H (-4.44, -3.82, -6.98)
H (-2.61, -4.91, -8.11)
H (-2.24, -5.96, -6.72)
C (6.43, 3.64, -5.16)
C (5.94, 3.16, -3.82)
C (6.69, 3.73, -2.65)
O (6.56, 2.69, -1.66)
C (6.41, 1.52, -2.35)
O (6.49, 0.44, -1.86)
O (6.18, 1.75, -3.66)
H (5.83, 3.20, -5.96)
H (6.37, 4.73, -5.23)
H (7.46, 3.33, -5.33)
H (4.86, 3.33, -3.73)
H (6.26, 4.66, -2.28)
H (7.76, 3.89, -2.85)
C (5.56, -2.39, -3.84)
C (5.12, -1.83, -5.17)
C (5.72, -2.52, -6.37)
O (5.75, -1.48, -7.34)
C (5.82, -0.30, -6.67)
O (6.06, 0.75, -7.17)
O (5.59, -0.48, -5.34)
H (5.07, -1.86, -3.02)
H (5.31, -3.45, -3.77)
H (6.63, -2.26, -3.71)
H (4.02, -1.81, -5.23)
H (5.12, -3.36, -6.71)
H (6.75, -2.86, -6.19)
C (-3.83, 2.14, 9.43)
C (-4.29, 2.67, 8.10)
C (-3.55, 2.10, 6.91)
O (-3.63, 3.17, 5.96)
C (-3.74, 4.32, 6.67)
O (-3.62, 5.40, 6.18)
O (-3.99, 4.08, 7.97)
H (-4.41, 2.58, 10.24)
H (-3.94, 1.05, 9.48)
H (-2.78, 2.40, 9.61)
H (-5.37, 2.55, 8.00)
H (-4.03, 1.20, 6.53)
H (-2.50, 1.89, 7.11)



4.
9 unconnected molecules or ions with the total composition C47H89BrIN9O7P2SSi. Source: OMol25; level of theory: ωB97M-V/def2-TZVPD.

Output
HOMO energy ... -7.905 eV
Energy ... -193359.2004 eV
Structure (SMILES) ... CCO[C@@]1(CCO[Si](C)(C)C)[C@@](P(C)O)(P(O)I)[C@H](Br)[C@](C)(CCN)OS1(=O)=O.CCCC#N.CCCC#N.CCCC#N.CCCC#N.CCCC#N.CCCC#N.CCCC#N.CCCC#N
M ... 1221.194 Da
Energy relative to the best compared isomer or geometry (same formula, charge and spin) ... 0.0 kJ/mol
Frontier orbital gap ... 8.4 eV
Net charge ... 0

Cartesian coordinates (Å):
C (-0.21, 1.83, 7.02)
C (-0.35, 0.57, 6.17)
O (0.35, 0.66, 4.93)
C (0.03, -0.16, 3.85)
C (-0.77, 0.65, 2.81)
C (-1.75, 1.66, 3.42)
O (-1.05, 2.89, 3.55)
Si (-1.95, 4.25, 4.01)
C (-1.69, 5.55, 2.66)
C (-3.77, 3.92, 4.36)
C (-1.10, 4.96, 5.55)
C (1.47, -0.46, 3.24)
P (1.47, -0.76, 1.37)
C (0.15, -1.98, 0.89)
O (2.82, -1.63, 0.95)
P (2.31, 1.29, 3.39)
O (3.11, 1.28, 4.84)
I (4.11, 1.45, 1.70)
C (2.23, -1.43, 4.20)
Br (4.17, -1.54, 3.89)
C (1.57, -2.82, 4.47)
C (1.46, -2.99, 6.00)
C (2.42, -4.05, 4.07)
C (2.64, -4.28, 2.60)
N (3.02, -5.73, 2.45)
O (0.28, -3.00, 3.86)
S (-0.76, -1.79, 4.14)
O (-1.80, -1.97, 3.16)
O (-1.30, -1.98, 5.45)
H (-1.10, 2.43, 6.87)
H (-0.27, 1.50, 8.05)
H (0.68, 2.40, 6.83)
H (0.05, -0.26, 6.75)
H (-1.40, 0.35, 6.07)
H (-0.12, 1.25, 2.18)
H (-1.36, 0.01, 2.17)
H (-2.54, 1.75, 2.68)
H (-2.21, 1.30, 4.35)
H (-2.29, 5.38, 1.77)
H (-1.89, 6.52, 3.11)
H (-0.63, 5.55, 2.41)
H (-3.87, 3.03, 4.98)
H (-4.14, 4.79, 4.89)
H (-4.34, 3.83, 3.45)
H (-0.83, 6.01, 5.40)
H (-1.76, 4.87, 6.40)
H (-0.16, 4.44, 5.70)
H (0.36, -2.15, -0.17)
H (-0.84, -1.56, 0.94)
H (0.23, -2.94, 1.38)
H (2.53, -2.24, 0.26)
H (3.92, 1.78, 4.69)
H (2.20, -0.93, 5.17)
H (1.08, -2.09, 6.47)
H (2.45, -3.21, 6.39)
H (0.81, -3.83, 6.23)
H (1.82, -4.89, 4.42)
H (3.33, -4.09, 4.65)
H (3.50, -3.73, 2.25)
H (1.77, -4.15, 1.97)
H (3.43, -5.78, 1.52)
H (3.72, -5.98, 3.13)
C (8.78, 2.09, 5.97)
C (7.68, 1.09, 5.64)
C (7.14, 1.26, 4.22)
C (6.56, 2.60, 4.04)
N (6.12, 3.64, 3.92)
H (8.42, 3.12, 5.94)
H (9.16, 1.92, 6.98)
H (9.62, 2.00, 5.28)
H (6.87, 1.21, 6.36)
H (8.07, 0.08, 5.75)
H (6.36, 0.52, 4.02)
H (7.93, 1.12, 3.49)
C (-6.33, -0.97, 3.55)
C (-5.54, -1.27, 2.28)
C (-4.44, -0.24, 2.01)
C (-5.03, 1.10, 1.84)
N (-5.48, 2.13, 1.70)
H (-6.86, -0.02, 3.48)
H (-7.08, -1.75, 3.72)
H (-5.68, -0.93, 4.42)
H (-6.22, -1.32, 1.43)
H (-5.07, -2.25, 2.38)
H (-3.89, -0.50, 1.11)
H (-3.74, -0.21, 2.84)
C (-6.12, 3.48, -1.63)
C (-7.54, 3.72, -2.14)
C (-8.13, 2.50, -2.86)
C (-7.32, 2.13, -4.02)
N (-6.69, 1.85, -4.93)
H (-5.43, 3.27, -2.45)
H (-5.76, 4.36, -1.10)
H (-6.10, 2.64, -0.94)
H (-7.54, 4.57, -2.82)
H (-8.19, 3.98, -1.30)
H (-9.15, 2.71, -3.19)
H (-8.17, 1.64, -2.18)
C (0.54, -6.76, -2.69)
C (0.82, -6.86, -1.19)
C (0.90, -5.49, -0.51)
C (1.99, -4.69, -1.10)
N (2.84, -4.09, -1.56)
H (1.35, -6.23, -3.21)
H (0.47, -7.76, -3.13)
H (-0.39, -6.23, -2.89)
H (1.75, -7.40, -1.03)
H (0.03, -7.44, -0.72)
H (1.08, -5.61, 0.56)
H (-0.04, -4.94, -0.63)
C (-6.76, 3.81, -8.51)
C (-7.77, 2.68, -8.64)
C (-8.42, 2.62, -10.03)
C (-9.15, 3.86, -10.32)
N (-9.71, 4.82, -10.54)
H (-7.23, 4.79, -8.64)
H (-6.31, 3.79, -7.52)
H (-5.96, 3.71, -9.25)
H (-8.54, 2.80, -7.88)
H (-7.27, 1.73, -8.44)
H (-9.12, 1.78, -10.08)
H (-7.66, 2.47, -10.80)
C (10.68, 3.10, 1.41)
C (11.79, 2.74, 2.40)
C (12.05, 1.24, 2.49)
C (10.85, 0.53, 2.95)
N (9.90, -0.01, 3.29)
H (9.72, 2.67, 1.72)
H (10.55, 4.18, 1.36)
H (10.91, 2.73, 0.41)
H (11.53, 3.13, 3.38)
H (12.71, 3.24, 2.09)
H (12.86, 1.03, 3.19)
H (12.34, 0.83, 1.52)
C (5.09, -6.52, -3.32)
C (5.28, -7.91, -3.92)
C (4.09, -8.84, -3.65)
C (3.89, -9.02, -2.21)
N (3.74, -9.15, -1.09)
H (5.01, -6.56, -2.23)
H (5.94, -5.88, -3.55)
H (4.19, -6.04, -3.71)
H (6.19, -8.35, -3.51)
H (5.42, -7.82, -5.00)
H (4.26, -9.81, -4.11)
H (3.17, -8.42, -4.08)
C (-6.47, 4.86, -12.58)
C (-5.90, 4.71, -13.98)
C (-5.67, 3.25, -14.37)
C (-4.72, 2.60, -13.46)
N (-3.99, 2.10, -12.74)
H (-5.79, 4.47, -11.82)
H (-6.65, 5.91, -12.35)
H (-7.42, 4.34, -12.48)
H (-4.95, 5.26, -14.04)
H (-6.58, 5.17, -14.70)
H (-5.27, 3.18, -15.39)
H (-6.61, 2.69, -14.34)



5.
A single C3H6N2P2 molecule. Source: OMol25; level of theory: ωB97M-V/def2-TZVPD.

Output
HOMO energy ... -9.002 eV
Energy ... -24764.0790 eV
Structure (SMILES) ... C=CC[P@@]12=P(=N1)N2
M ... 132.043 Da
Energy relative to the best compared isomer or geometry (same formula, charge and spin) ... 41.5 kJ/mol
Frontier orbital gap ... 9.2 eV
Net charge ... 0

Cartesian coordinates (Å):
C (2.10, -0.09, -1.21)
C (0.94, 0.53, -1.06)
C (0.17, 0.63, 0.51)
N (-1.33, -0.68, 2.46)
N (-2.22, -0.73, 0.29)
P (-2.82, -0.68, 1.85)
P (-0.63, -1.00, 0.84)
H (2.59, 0.08, -2.16)
H (2.84, -0.49, -0.57)
H (0.28, 0.85, -1.92)
H (1.04, 0.69, 1.08)
H (-0.49, 1.54, 0.52)
H (-2.48, -0.64, -0.65)



6.
A single C6H8N2S molecule. Source: OMol25; level of theory: ωB97M-V/def2-TZVPD.

Output
HOMO energy ... -8.746 eV
Energy ... -20165.4361 eV
Structure (SMILES) ... C1CN=C2SCN=C2C1
M ... 140.211 Da
Energy relative to the best compared isomer or geometry (same formula, charge and spin) ... 154.9 kJ/mol
Frontier orbital gap ... 9.7 eV
Net charge ... 0

Cartesian coordinates (Å):
C (-0.37, 0.84, 0.04)
C (-0.92, -0.82, -0.04)
C (1.11, 0.85, 0.26)
C (1.66, -0.36, -0.42)
C (1.23, -1.69, 0.19)
C (-2.60, 1.19, -0.06)
N (-1.28, 1.71, 0.01)
N (-0.22, -1.85, 0.04)
S (-2.64, -0.70, -0.06)
H (1.49, 1.73, -0.09)
H (1.18, 0.82, 1.39)
H (1.45, -0.40, -1.45)
H (2.85, -0.30, -0.41)
H (1.81, -2.39, -0.38)
H (1.40, -1.85, 1.20)
H (-2.98, 1.66, 0.79)
H (-3.17, 1.57, -1.01)



7.
A molecular structure, C30H37GeN5OSSiV. Source: OMol25; level of theory: ωB97M-V/def2-TZVPD.

Output
HOMO energy (spin up / spin down) ... 0.780 / -0.938 eV
Energy ... -142125.2256 eV
Spin multiplicity ... 4
M ... 667.367 Da
Frontier orbital gap (spin up / spin down) ... 3.5 / 5.2 eV
Net charge ... -2

Cartesian coordinates (Å):
V (0.83, -0.09, 0.29)
S (-3.85, -1.21, 0.16)
C (-2.93, -2.02, -1.06)
N (-1.65, -2.47, -0.71)
C (-0.80, -3.05, -1.64)
C (-1.23, -3.33, -2.91)
C (-2.54, -3.00, -3.29)
C (-3.36, -2.32, -2.34)
H (-1.20, -2.14, 0.14)
H (0.20, -3.25, -1.28)
H (-0.54, -3.82, -3.59)
H (-2.91, -3.23, -4.28)
H (-4.35, -1.98, -2.60)
N (1.00, -0.85, -4.29)
C (-0.31, -0.53, -4.51)
N (-0.79, -0.75, -5.79)
N (-1.11, 0.01, -3.65)
C (-0.61, 0.19, -2.44)
N (-0.15, 0.25, -1.38)
H (1.31, -1.73, -4.68)
H (1.28, -0.76, -3.32)
H (-0.54, -1.65, -6.18)
H (-1.80, -0.62, -5.79)
C (2.18, -4.53, -0.24)
Si (2.72, -2.83, 0.39)
C (3.73, -3.14, 1.94)
C (3.93, -2.18, -0.90)
O (1.48, -1.84, 0.67)
H (3.01, -5.24, -0.17)
H (1.86, -4.49, -1.28)
H (1.34, -4.91, 0.34)
H (4.60, -3.76, 1.72)
H (3.14, -3.65, 2.71)
H (4.07, -2.20, 2.38)
H (4.71, -2.92, -1.10)
H (4.40, -1.25, -0.57)
H (3.41, -1.96, -1.84)
C (2.52, 1.11, -0.20)
H (3.15, 0.62, -0.96)
H (3.17, 1.24, 0.68)
H (2.26, 2.11, -0.57)
C (-0.11, 0.97, 1.52)
Ge (0.54, 1.38, 3.22)
C (2.17, 0.44, 3.85)
C (2.01, -0.81, 4.46)
C (3.08, -1.49, 5.00)
C (4.36, -0.95, 4.94)
C (4.55, 0.27, 4.31)
C (3.46, 0.95, 3.77)
C (-0.81, 0.83, 4.59)
C (-1.89, 0.07, 4.17)
C (-2.84, -0.39, 5.08)
C (-2.71, -0.09, 6.43)
C (-1.63, 0.67, 6.87)
C (-0.70, 1.12, 5.95)
C (0.67, 3.33, 3.65)
C (-0.54, 4.03, 3.57)
C (-0.60, 5.40, 3.79)
C (0.55, 6.12, 4.09)
C (1.76, 5.45, 4.17)
C (1.81, 4.07, 3.95)
H (-1.04, 1.51, 1.31)
H (1.02, -1.24, 4.53)
H (2.92, -2.46, 5.47)
H (5.20, -1.49, 5.36)
H (5.54, 0.69, 4.23)
H (3.65, 1.88, 3.25)
H (-2.00, -0.17, 3.12)
H (-3.68, -0.98, 4.73)
H (-3.45, -0.45, 7.14)
H (-1.53, 0.90, 7.92)
H (0.14, 1.72, 6.31)
H (-1.45, 3.50, 3.34)
H (-1.56, 5.91, 3.73)
H (0.50, 7.19, 4.27)
H (2.67, 5.99, 4.41)
H (2.78, 3.58, 4.03)